# 1
One molecule with the formula C18H18N2O2. Source: the OMol25 dataset; level of theory: the ωB97M-V functional and the def2-TZVPD basis.

Cartesian coordinates (Å):
C (-2.964, -3.848, 0.323)
C (-2.381, -2.598, -0.320)
H (-3.160, -2.058, -0.865)
H (-1.600, -2.879, -1.028)
C (-1.767, -1.671, 0.733)
N (-1.267, -0.462, 0.136)
C (-1.994, 0.665, -0.122)
C (-3.318, 1.008, 0.119)
C (-3.723, 2.262, -0.281)
C (-2.844, 3.158, -0.902)
C (-1.530, 2.831, -1.145)
C (-1.094, 1.567, -0.748)
N (0.130, 0.984, -0.850)
C (0.002, -0.210, -0.319)
C (1.099, -1.187, -0.279)
O (0.909, -2.389, -0.258)
C (2.447, -0.580, -0.343)
C (3.389, -1.112, -1.213)
C (4.634, -0.526, -1.349)
C (4.940, 0.594, -0.596)
C (4.029, 1.113, 0.308)
C (2.777, 0.528, 0.458)
O (1.857, 0.903, 1.382)
C (2.065, 2.098, 2.097)
H (2.190, 2.948, 1.421)
H (2.930, 2.024, 2.763)
H (1.165, 2.243, 2.693)
H (4.307, 1.974, 0.896)
H (5.905, 1.068, -0.700)
H (5.355, -0.934, -2.039)
H (3.117, -1.978, -1.796)
H (-0.849, 3.516, -1.622)
H (-3.216, 4.129, -1.195)
H (-4.747, 2.566, -0.115)
H (-4.004, 0.323, 0.594)
H (-2.519, -1.399, 1.481)
H (-0.942, -2.185, 1.229)
H (-3.397, -4.496, -0.434)
H (-2.187, -4.400, 0.846)
H (-3.743, -3.587, 1.038)

Calculated values
- HOMO energy (eV) = -8.50
- LUMO (eV) = -0.01
- energy above the lowest of the compared OMol25 structures with the same formula, charge and spin (kJ/mol) = 141.1
- multiplicity = 1
- total charge = 0
- frontier orbital gap (eV) = 8.49
- F_max (eV/A) = 0.997
- SMILES string = CCCn1c(C(=O)c2ccccc2OC)nc2ccccc21
- E (Eh) = -956.71649

***

# 2
C20H58B2F7O18V as an isolated structure in a non-equilibrium geometry. Source: the OMol25 dataset; level of theory: the ωB97M-V functional and the def2-TZVPD basis.

Cartesian coordinates (Å):
V (-10.616, 23.359, -2.160)
C (-7.913, 22.381, -0.093)
O (-7.731, 21.100, 0.428)
O (-9.153, 22.320, -0.832)
C (-7.602, 23.317, 1.180)
F (-8.167, 24.538, 0.966)
F (-8.082, 22.839, 2.349)
F (-6.257, 23.491, 1.310)
C (-6.463, 20.542, 0.703)
C (-6.566, 19.035, 0.941)
H (-7.270, 18.847, 1.752)
H (-6.946, 18.525, 0.056)
H (-5.666, 18.533, 1.298)
H (-5.963, 21.026, 1.543)
H (-5.771, 20.718, -0.121)
H (-7.102, 22.503, -0.812)
B (-8.847, 23.904, -3.695)
H (-8.956, 24.401, -4.647)
H (-9.533, 23.071, -3.716)
H (-7.829, 23.549, -3.706)
H (-9.110, 24.591, -2.906)
B (-12.134, 20.556, -2.994)
F (-12.245, 20.341, -4.299)
F (-11.125, 21.449, -2.848)
F (-13.278, 21.150, -2.575)
F (-11.959, 19.403, -2.245)
C (-13.746, 16.453, -3.364)
C (-14.327, 15.960, -2.028)
O (-14.137, 17.066, -1.186)
O (-12.352, 16.782, -3.456)
H (-14.305, 17.302, -3.757)
H (-13.842, 15.710, -4.155)
H (-13.592, 15.226, -1.699)
H (-15.359, 15.631, -1.908)
H (-13.185, 17.132, -1.081)
H (-12.355, 17.734, -3.329)
C (-11.893, 25.173, 0.057)
C (-12.758, 23.937, -0.145)
O (-11.996, 22.833, -0.559)
O (-11.106, 25.257, -1.150)
H (-11.243, 25.096, 0.929)
H (-12.523, 26.053, 0.188)
H (-13.400, 24.147, -1.000)
H (-13.284, 23.585, 0.743)
H (-12.490, 22.051, -0.300)
H (-10.691, 26.117, -1.250)
C (-10.172, 21.808, -6.418)
C (-9.326, 20.715, -5.847)
O (-8.359, 21.263, -4.961)
O (-9.396, 22.989, -6.801)
H (-10.894, 22.188, -5.696)
H (-10.715, 21.479, -7.303)
H (-8.952, 20.128, -6.686)
H (-10.024, 20.120, -5.258)
H (-8.263, 20.617, -4.258)
H (-9.970, 23.353, -7.479)
C (-14.648, 20.197, 0.159)
C (-15.548, 21.455, 0.034)
O (-15.519, 21.750, -1.389)
O (-13.253, 20.470, -0.025)
H (-14.925, 19.343, -0.458)
H (-14.689, 19.897, 1.206)
H (-15.296, 22.375, 0.561)
H (-16.510, 21.138, 0.437)
H (-14.593, 21.593, -1.589)
H (-13.023, 20.131, -0.894)
C (-14.090, 22.074, -6.528)
C (-15.153, 23.073, -6.971)
O (-14.772, 24.404, -6.821)
O (-14.086, 22.058, -5.137)
H (-13.097, 22.336, -6.893)
H (-14.337, 21.060, -6.842)
H (-16.002, 22.737, -6.376)
H (-15.342, 22.787, -8.005)
H (-14.485, 24.661, -5.942)
H (-13.601, 21.257, -4.925)
C (-13.191, 26.180, -3.843)
C (-11.988, 25.216, -4.237)
O (-12.216, 23.943, -3.619)
O (-14.439, 25.708, -4.388)
H (-12.898, 27.185, -4.148)
H (-13.226, 26.125, -2.755)
H (-11.055, 25.569, -3.798)
H (-11.808, 25.168, -5.311)
H (-12.980, 23.576, -4.069)
H (-14.888, 25.303, -3.641)
C (-10.904, 16.533, 0.572)
C (-11.679, 15.249, 0.840)
O (-10.924, 14.361, 1.669)
O (-11.633, 17.519, -0.037)
H (-10.058, 16.444, -0.110)
H (-10.573, 16.912, 1.539)
H (-11.857, 14.855, -0.161)
H (-12.600, 15.592, 1.310)
H (-10.113, 14.189, 1.185)
H (-11.257, 18.388, 0.119)
C (-7.806, 17.620, -3.230)
C (-8.846, 18.572, -2.605)
O (-8.307, 19.879, -2.604)
O (-7.695, 17.942, -4.618)
H (-8.175, 16.595, -3.197)
H (-6.884, 17.548, -2.653)
H (-9.065, 18.199, -1.605)
H (-9.750, 18.578, -3.214)
H (-8.708, 20.408, -1.910)
H (-7.030, 18.630, -4.699)

Calculated values
- HOMO energy (spin up / spin down) (eV) = -8.02 / -8.88
- LUMO (spin up / spin down) (eV) = -0.29 / -4.37
- multiplicity = 5
- total charge = 0
- frontier orbital gap (spin up / spin down) (eV) = 7.73 / 4.52
- F_max (eV/A) = 4.714
- E (Eh) = -3843.82497

***

# 3
One molecule with the formula C3H8N4 in a non-equilibrium geometry. Source: the OMol25 dataset; level of theory: the ωB97M-V functional and the def2-TZVPD basis.

Cartesian coordinates (Å):
C (-0.725, 1.191, -0.158)
C (-0.023, -1.195, -0.179)
C (2.140, -0.263, 0.411)
H (-1.088, 1.759, 0.704)
H (0.340, 1.141, -0.207)
H (-1.227, 1.803, -0.984)
H (-2.660, 0.065, -0.624)
H (-2.627, -0.531, 1.022)
H (-0.500, -2.107, -0.231)
H (1.858, -0.218, 1.589)
H (3.308, -0.065, -0.990)
N (-0.942, -0.134, -0.044)
N (-2.250, -0.636, 0.086)
N (1.278, -1.120, -0.320)
N (3.117, 0.310, -0.076)

Calculated values
- HOMO energy (eV) = -8.60
- LUMO (eV) = 0.63
- energy above the lowest of the compared OMol25 structures with the same formula, charge and spin (kJ/mol) = 370.1
- multiplicity = 1
- total charge = 0
- frontier orbital gap (eV) = 9.23
- F_max (eV/A) = 6.280
- SMILES string = [H]/N=C\N=C/N(C)N
- E (Eh) = -338.01284

***

# 4
A 2-piece molecular cluster, CH5OS overall in a non-equilibrium geometry. Source: the OMol25 dataset; level of theory: the ωB97M-V functional and the def2-TZVPD basis.

Cartesian coordinates (Å):
S (0.806, 2.025, 0.026)
H (0.372, 0.319, 0.779)
H (0.786, 2.868, 1.065)
C (-0.408, -1.052, -0.416)
O (0.025, -0.667, 0.858)
H (0.332, -1.708, -0.898)
H (-1.356, -1.595, -0.337)
H (-0.557, -0.191, -1.078)

Calculated values
- HOMO energy (eV) = -3.07
- LUMO (eV) = 4.49
- energy above the lowest of the compared OMol25 structures with the same formula, charge and spin (kJ/mol) = 19.6
- multiplicity = 1
- total charge = -1
- frontier orbital gap (eV) = 7.56
- F_max (eV/A) = 1.349
- E (Eh) = -514.54941

***

# 5
C29H22BrN14O2RuS as an isolated structure in a non-equilibrium geometry. Source: the OMol25 dataset; level of theory: the ωB97M-V functional and the def2-TZVPD basis.

Cartesian coordinates (Å):
Ru (0.236, -0.105, -0.181)
N (3.340, -1.470, -0.922)
C (2.308, -2.084, -1.582)
N (2.449, -3.130, -2.397)
N (1.233, -3.359, -2.863)
N (0.393, -2.524, -2.365)
N (1.024, -1.692, -1.522)
C (3.297, -0.104, -0.755)
N (4.356, 0.693, -0.743)
N (3.846, 1.915, -0.585)
N (2.570, 1.870, -0.510)
N (2.165, 0.609, -0.614)
H (4.254, -1.852, -1.112)
C (2.823, -4.439, 3.373)
C (3.106, -3.289, 4.100)
C (2.687, -2.055, 3.664)
C (1.966, -1.924, 2.454)
C (1.688, -3.102, 1.733)
C (2.106, -4.328, 2.187)
N (1.521, -0.745, 1.980)
N (1.713, 0.349, 2.656)
C (1.156, 1.491, 2.217)
C (1.453, 2.687, 2.900)
C (0.975, 3.892, 2.434)
C (0.181, 3.940, 1.300)
C (-0.129, 2.760, 0.630)
C (0.313, 1.528, 1.066)
H (3.154, -5.407, 3.722)
H (3.672, -3.369, 5.021)
H (2.890, -1.156, 4.226)
H (1.119, -3.025, 0.817)
H (1.874, -5.213, 1.611)
H (2.097, 2.638, 3.768)
H (1.241, 4.808, 2.943)
H (-0.177, 4.885, 0.915)
H (-0.715, 2.811, -0.280)
N (-3.973, -5.626, 2.394)
C (-3.358, -4.699, 2.091)
C (-2.612, -3.581, 1.688)
C (-2.084, -2.674, 2.611)
C (-1.349, -1.589, 2.177)
C (-1.102, -1.371, 0.817)
C (-1.692, -2.259, -0.091)
C (-2.424, -3.351, 0.323)
H (-2.268, -2.834, 3.667)
H (-0.976, -0.888, 2.916)
H (-1.599, -2.086, -1.158)
H (-2.878, -4.022, -0.396)
N (-1.486, -0.916, -3.565)
C (-1.412, 0.388, -3.275)
N (-2.546, 1.130, -3.450)
S (0.035, 1.145, -2.956)
H (-2.399, -1.340, -3.627)
H (-0.720, -1.539, -3.249)
H (-3.416, 0.657, -3.256)
H (-2.488, 2.034, -3.005)
Br (-8.369, 1.926, -0.856)
C (-6.505, 2.382, -0.859)
C (-6.144, 3.648, -1.284)
C (-4.799, 3.992, -1.275)
C (-3.849, 3.069, -0.877)
C (-4.232, 1.805, -0.443)
C (-5.581, 1.460, -0.424)
C (-3.203, 0.762, 0.033)
O (-3.556, 0.045, 0.962)
O (-2.143, 0.768, -0.639)
H (-6.897, 4.353, -1.600)
H (-4.501, 4.989, -1.571)
H (-2.804, 3.340, -0.872)
H (-5.872, 0.491, -0.045)

Calculated values
- HOMO energy (spin up / spin down) (eV) = -0.95 / -2.77
- LUMO (spin up / spin down) (eV) = 3.57 / 2.97
- energy above the lowest of the compared OMol25 structures with the same formula, charge and spin (kJ/mol) = 105.7
- multiplicity = 6
- total charge = -2
- frontier orbital gap (spin up / spin down) (eV) = 4.52 / 5.74
- F_max (eV/A) = 2.309
- E (Eh) = -5102.42683

***

# 6
A 4-piece molecular cluster, C20H41N3O6P overall in a non-equilibrium geometry. Source: the OMol25 dataset; level of theory: the ωB97M-V functional and the def2-TZVPD basis.

Cartesian coordinates (Å):
N (3.179, -5.022, 1.603)
C (3.410, -3.689, 1.316)
N (3.870, -3.314, 0.085)
C (3.219, -2.099, -0.504)
C (2.177, -1.528, 0.441)
C (1.535, -0.207, -0.028)
C (0.136, -0.147, 0.534)
C (-0.883, -0.882, -0.077)
C (-2.172, -0.890, 0.439)
C (-2.435, -0.150, 1.588)
C (-1.430, 0.592, 2.196)
C (-0.142, 0.598, 1.674)
C (2.829, -1.411, 1.809)
P (4.407, -0.448, 1.941)
O (4.556, 0.066, 3.297)
O (4.467, 0.680, 0.825)
O (5.589, -1.464, 1.560)
N (3.143, -2.802, 2.256)
H (2.301, -5.402, 1.298)
H (3.815, -5.605, 2.116)
H (4.883, -3.231, 0.063)
H (3.975, -1.361, -0.756)
H (2.751, -2.392, -1.439)
H (1.360, -2.250, 0.473)
H (1.519, -0.212, -1.113)
H (2.097, 0.648, 0.333)
H (-0.671, -1.470, -0.961)
H (-2.942, -1.473, -0.037)
H (-3.436, -0.176, 1.989)
H (-1.636, 1.154, 3.095)
H (0.661, 1.156, 2.132)
H (2.152, -0.958, 2.525)
H (5.183, 0.524, 0.196)
H (6.245, -1.440, 2.271)
H (2.428, -3.173, 2.877)
C (-4.386, 3.069, -2.147)
C (-3.431, 2.047, -1.549)
C (-1.985, 2.508, -1.658)
O (-3.594, 0.785, -2.196)
H (-4.174, 3.210, -3.210)
H (-5.416, 2.723, -2.062)
H (-4.299, 4.034, -1.646)
H (-3.682, 1.882, -0.500)
H (-1.704, 2.634, -2.707)
H (-1.315, 1.764, -1.224)
H (-1.832, 3.458, -1.143)
H (-3.380, 0.897, -3.133)
C (2.549, 2.195, 4.613)
C (1.176, 2.831, 4.446)
C (1.190, 4.302, 4.828)
O (0.208, 2.126, 5.225)
H (2.873, 2.251, 5.655)
H (2.526, 1.140, 4.342)
H (3.295, 2.693, 3.993)
H (0.850, 2.732, 3.409)
H (1.468, 4.420, 5.878)
H (0.199, 4.740, 4.702)
H (1.899, 4.864, 4.219)
H (0.465, 2.199, 6.150)
C (-3.956, -2.091, -4.707)
C (-4.057, -0.994, -5.755)
C (-3.933, -1.552, -7.164)
O (-3.047, -0.006, -5.528)
H (-2.984, -2.590, -4.770)
H (-4.046, -1.670, -3.704)
H (-4.737, -2.841, -4.841)
H (-5.011, -0.477, -5.650)
H (-2.961, -2.035, -7.300)
H (-4.006, -0.752, -7.900)
H (-4.714, -2.286, -7.369)
H (-2.190, -0.434, -5.616)

Calculated values
- HOMO energy (eV) = -11.56
- LUMO (eV) = -4.44
- multiplicity = 1
- total charge = +1
- frontier orbital gap (eV) = 7.12
- F_max (eV/A) = 2.408
- E (Eh) = -1743.57569

***

- The highest multiplicity belongs to which entry?
  C29H22BrN14O2RuS

***

- Which formula does entry 6 have?
  C20H41N3O6P